1.
Computed, not measured: a structure of composition C4CoO4, with ωB97M-V/def2-TZVPD.

Atoms and positions in Å:
O (1.35, -1.45, 4.09)
C (0.86, -0.92, 3.20)
Co (-0.08, 0.08, -1.61)
C (-0.91, -1.46, -1.66)
C (1.53, 0.76, -1.68)
O (-1.44, -2.48, -1.48)
O (2.59, 1.19, -1.51)
O (-2.04, 2.23, -1.86)
C (-1.28, 1.40, -1.58)

Calculated values
* <S²>: 3.766
* HOMO (spin up / spin down): -18.94 / -18.90 eV
* Kohn-Sham gap (spin up / spin down): 6.32 / 3.26 eV
* F_max: 12.37 eV/A
* multiplicity: 4
* ΔE to the lowest compared entry with this formula, charge and spin: 60.3 kcal/mol
* charge: +2


2.
Computed, not measured: a cluster of 15 separate species, C90H219N13O26 in total, with ωB97M-V/def2-TZVPD.

Atoms and positions in Å:
C (-0.24, -1.90, 2.73)
C (0.38, -0.71, 2.01)
C (1.82, -1.04, 1.51)
C (1.86, -1.97, 0.34)
C (0.97, -1.36, -0.75)
C (-0.43, -1.03, -0.30)
N (-0.32, -0.19, 0.84)
O (-1.65, 0.10, 1.28)
C (-0.94, -0.20, -1.50)
C (-1.34, -2.25, -0.16)
C (0.60, 0.46, 2.97)
H (0.02, -2.88, 2.26)
H (-1.35, -1.78, 2.88)
H (0.06, -1.96, 3.81)
H (2.14, -0.06, 1.16)
H (2.47, -1.25, 2.36)
H (1.60, -3.00, 0.64)
H (2.90, -1.97, -0.05)
H (0.89, -2.08, -1.63)
H (1.47, -0.52, -1.25)
H (-0.39, 0.69, -1.64)
H (-0.80, -0.85, -2.36)
H (-1.93, 0.18, -1.33)
H (-1.37, -2.69, -1.17)
H (-0.92, -3.03, 0.48)
H (-2.35, -2.00, 0.10)
H (0.83, 1.38, 2.37)
H (1.48, 0.32, 3.64)
H (-0.28, 0.70, 3.61)
H (-1.68, 1.06, 1.25)
C (0.83, 2.55, -4.33)
C (1.12, 2.30, -5.80)
C (-0.20, 2.22, -6.70)
C (-0.85, 3.59, -6.95)
C (0.17, 4.46, -7.64)
C (1.50, 4.61, -6.81)
N (2.01, 3.31, -6.45)
O (3.21, 3.47, -5.66)
C (2.48, 5.33, -7.72)
C (1.14, 5.51, -5.53)
C (1.90, 0.96, -5.99)
H (0.23, 1.73, -3.86)
H (0.28, 3.53, -4.24)
H (1.64, 2.66, -3.56)
H (0.07, 1.80, -7.64)
H (-0.93, 1.59, -6.10)
H (-1.11, 4.00, -5.98)
H (-1.76, 3.47, -7.58)
H (-0.21, 5.45, -7.88)
H (0.49, 3.96, -8.60)
H (2.90, 4.56, -8.41)
H (1.97, 6.11, -8.36)
H (3.26, 5.82, -7.13)
H (1.85, 5.18, -4.77)
H (1.20, 6.58, -5.81)
H (0.11, 5.26, -5.21)
H (2.24, 0.71, -7.03)
H (1.29, 0.09, -5.61)
H (2.81, 1.00, -5.37)
H (3.94, 3.23, -6.22)
C (-6.23, 1.17, 0.03)
C (-5.45, -0.16, 0.17)
C (-6.24, -1.25, 0.83)
O (-4.97, -0.59, -1.04)
H (-7.23, 0.87, -0.42)
H (-5.73, 1.92, -0.60)
H (-6.52, 1.54, 1.00)
H (-4.54, 0.01, 0.71)
H (-6.60, -1.04, 1.84)
H (-5.53, -2.02, 0.97)
H (-7.09, -1.66, 0.28)
H (-5.61, -1.24, -1.44)
C (5.96, -3.41, -0.90)
C (6.14, -2.16, 0.01)
C (7.60, -1.65, -0.13)
O (5.29, -1.12, -0.39)
H (6.20, -3.16, -1.98)
H (4.95, -3.78, -0.82)
H (6.62, -4.26, -0.61)
H (5.94, -2.54, 1.01)
H (8.26, -2.48, 0.11)
H (7.72, -0.86, 0.59)
H (7.77, -1.32, -1.19)
H (5.91, -0.41, -0.63)
C (3.77, -5.77, 3.79)
O (3.79, -4.63, 4.62)
C (4.55, -4.84, 5.86)
C (5.99, -4.76, 5.42)
N (6.42, -3.43, 4.91)
C (6.69, -2.42, 6.00)
C (8.17, -2.39, 6.44)
O (8.48, -3.57, 7.20)
C (9.88, -3.69, 7.18)
H (3.59, -5.36, 2.82)
H (3.14, -6.57, 4.01)
H (4.74, -6.31, 3.77)
H (4.32, -5.77, 6.36)
H (4.24, -3.98, 6.49)
H (6.27, -5.49, 4.69)
H (6.64, -4.85, 6.29)
H (5.64, -3.12, 4.34)
H (6.01, -2.41, 6.83)
H (6.61, -1.43, 5.56)
H (8.30, -1.45, 7.01)
H (8.69, -2.34, 5.46)
H (10.31, -3.67, 6.13)
H (10.18, -4.60, 7.75)
H (10.33, -2.90, 7.80)
C (-5.67, 8.93, 1.51)
O (-5.35, 7.59, 1.48)
C (-4.10, 7.45, 0.77)
C (-3.86, 5.93, 0.36)
N (-3.86, 5.19, 1.62)
C (-4.16, 3.76, 1.30)
C (-3.21, 3.10, 0.34)
O (-1.89, 2.84, 0.81)
C (-1.08, 3.96, 0.92)
H (-4.86, 9.48, 1.92)
H (-6.53, 9.11, 2.13)
H (-5.88, 9.42, 0.54)
H (-3.28, 7.79, 1.42)
H (-4.04, 8.03, -0.21)
H (-2.93, 5.71, -0.05)
H (-4.77, 5.67, -0.32)
H (-4.53, 5.55, 2.27)
H (-5.17, 3.63, 0.96)
H (-4.07, 3.21, 2.33)
H (-3.14, 3.63, -0.63)
H (-3.53, 2.06, 0.17)
H (-0.27, 3.63, 1.60)
H (-1.53, 4.87, 1.32)
H (-0.80, 4.19, -0.14)
C (-7.72, -1.92, -3.00)
O (-6.56, -2.59, -2.40)
C (-6.20, -3.77, -3.13)
C (-6.01, -4.90, -2.19)
N (-4.94, -4.68, -1.31)
C (-4.67, -5.67, -0.26)
C (-3.39, -5.27, 0.46)
O (-3.08, -6.24, 1.40)
C (-1.83, -5.96, 2.10)
H (-7.53, -1.47, -3.99)
H (-7.82, -1.01, -2.33)
H (-8.58, -2.54, -2.95)
H (-5.29, -3.60, -3.79)
H (-6.86, -4.04, -3.92)
H (-5.75, -5.80, -2.81)
H (-7.02, -5.15, -1.64)
H (-4.97, -3.73, -0.96)
H (-4.46, -6.63, -0.79)
H (-5.42, -5.86, 0.53)
H (-3.61, -4.29, 0.98)
H (-2.56, -5.10, -0.25)
H (-1.86, -5.01, 2.68)
H (-1.06, -5.90, 1.33)
H (-1.65, -6.80, 2.78)
C (-7.69, 3.01, 4.01)
O (-6.73, 2.12, 4.53)
C (-7.19, 0.82, 4.61)
C (-6.03, -0.13, 4.89)
N (-5.03, 0.12, 3.91)
C (-3.85, -0.76, 3.97)
C (-3.01, -0.57, 5.20)
O (-2.47, 0.67, 5.26)
C (-2.00, 1.10, 6.46)
H (-8.20, 2.67, 3.03)
H (-7.02, 3.88, 3.85)
H (-8.55, 3.29, 4.71)
H (-7.64, 0.63, 3.62)
H (-7.85, 0.66, 5.48)
H (-6.32, -1.18, 4.77)
H (-5.73, 0.01, 5.95)
H (-4.80, 1.10, 4.01)
H (-3.26, -0.57, 3.05)
H (-4.24, -1.80, 3.98)
H (-2.15, -1.31, 5.26)
H (-3.58, -0.76, 6.12)
H (-2.60, 0.96, 7.39)
H (-1.73, 2.13, 6.38)
H (-1.08, 0.66, 6.71)
C (5.85, 2.33, -1.78)
O (5.79, 1.10, -2.51)
C (4.50, 0.48, -2.81)
C (4.74, -0.82, -3.50)
N (3.51, -1.60, -3.41)
C (3.43, -2.61, -4.46)
C (2.08, -3.32, -4.40)
O (2.07, -3.93, -3.10)
C (0.97, -4.74, -2.76)
H (5.07, 2.33, -0.99)
H (5.76, 3.22, -2.41)
H (6.86, 2.39, -1.34)
H (3.87, 1.11, -3.52)
H (3.96, 0.28, -1.88)
H (5.59, -1.37, -3.00)
H (5.07, -0.74, -4.57)
H (3.51, -1.99, -2.50)
H (4.18, -3.43, -4.52)
H (3.49, -2.01, -5.36)
H (2.04, -4.09, -5.20)
H (1.28, -2.52, -4.43)
H (0.79, -5.43, -3.61)
H (0.09, -4.21, -2.52)
H (1.13, -5.31, -1.82)
C (-2.19, 3.33, -3.18)
O (-3.46, 3.91, -3.01)
C (-3.84, 4.98, -3.95)
C (-5.21, 5.48, -3.53)
N (-6.19, 4.49, -3.82)
C (-7.60, 4.93, -3.49)
C (-7.93, 5.02, -2.03)
O (-7.47, 6.19, -1.38)
C (-7.86, 6.26, -0.03)
H (-2.01, 2.83, -4.15)
H (-2.01, 2.60, -2.41)
H (-1.36, 4.10, -3.33)
H (-3.92, 4.50, -4.96)
H (-3.14, 5.85, -3.89)
H (-5.37, 6.39, -4.13)
H (-5.17, 5.74, -2.45)
H (-5.91, 3.66, -3.27)
H (-8.19, 4.17, -4.03)
H (-7.59, 5.91, -3.99)
H (-7.50, 4.10, -1.54)
H (-9.03, 5.01, -1.89)
H (-7.60, 5.38, 0.54)
H (-8.93, 6.50, 0.07)
H (-7.27, 7.09, 0.37)
C (5.50, -6.93, -2.41)
O (4.80, -8.11, -2.73)
C (3.57, -7.87, -3.44)
C (2.62, -9.00, -3.13)
N (1.57, -9.03, -4.19)
C (0.51, -10.02, -4.00)
C (-0.39, -9.69, -2.81)
O (-1.26, -8.64, -3.21)
C (-1.97, -8.15, -2.08)
H (6.46, -7.30, -2.10)
H (4.98, -6.30, -1.64)
H (5.57, -6.28, -3.29)
H (3.76, -7.74, -4.48)
H (3.09, -6.94, -3.04)
H (2.18, -8.71, -2.17)
H (3.06, -9.98, -3.06)
H (1.15, -8.07, -4.26)
H (0.94, -10.97, -3.93)
H (-0.18, -10.05, -4.89)
H (0.16, -9.45, -1.89)
H (-0.96, -10.55, -2.52)
H (-1.32, -7.93, -1.24)
H (-2.74, -8.87, -1.75)
H (-2.54, -7.22, -2.33)
C (1.39, 1.65, 9.10)
O (0.43, 0.59, 9.29)
C (0.81, -0.26, 10.39)
C (-0.24, -1.34, 10.44)
N (-0.15, -2.14, 9.24)
C (-1.22, -3.04, 9.03)
C (-0.78, -4.15, 8.08)
O (-0.84, -3.67, 6.74)
C (-0.40, -4.67, 5.78)
H (2.40, 1.24, 9.32)
H (1.18, 2.44, 9.84)
H (1.32, 1.90, 8.01)
H (0.92, 0.42, 11.28)
H (1.87, -0.70, 10.22)
H (-1.19, -0.85, 10.35)
H (-0.28, -1.96, 11.29)
H (0.05, -1.60, 8.39)
H (-2.12, -2.59, 8.69)
H (-1.33, -3.62, 9.95)
H (-1.37, -5.08, 8.15)
H (0.28, -4.39, 8.26)
H (-0.66, -4.25, 4.84)
H (-0.84, -5.62, 5.95)
H (0.68, -4.74, 5.94)
C (8.34, 6.63, -0.35)
O (7.01, 6.30, -0.65)
C (6.18, 7.37, -1.09)
C (5.09, 6.81, -2.02)
N (4.11, 6.04, -1.26)
C (3.07, 5.47, -2.10)
C (2.12, 4.57, -1.34)
O (3.01, 3.49, -0.90)
C (2.46, 2.71, 0.11)
H (8.64, 7.49, -0.95)
H (8.99, 5.76, -0.59)
H (8.41, 6.95, 0.72)
H (6.82, 8.05, -1.71)
H (5.79, 7.88, -0.21)
H (5.62, 6.07, -2.64)
H (4.73, 7.52, -2.73)
H (4.60, 5.26, -0.83)
H (3.49, 4.85, -2.98)
H (2.61, 6.37, -2.54)
H (1.31, 4.18, -2.01)
H (1.70, 5.03, -0.44)
H (3.14, 1.94, 0.35)
H (1.51, 2.28, -0.18)
H (2.17, 3.29, 0.97)
C (-2.85, -4.87, -4.83)
O (-2.89, -3.47, -4.91)
C (-2.27, -2.91, -6.04)
C (-2.12, -1.43, -6.05)
N (-3.30, -0.64, -5.73)
C (-3.80, -0.52, -4.38)
C (-4.83, 0.59, -4.41)
O (-6.09, 0.16, -5.02)
C (-7.00, 1.22, -5.00)
H (-3.38, -5.04, -3.88)
H (-1.82, -5.21, -4.81)
H (-3.32, -5.32, -5.67)
H (-2.89, -3.21, -6.97)
H (-1.28, -3.35, -6.27)
H (-1.66, -1.18, -7.01)
H (-1.30, -1.21, -5.41)
H (-4.05, -0.80, -6.43)
H (-2.96, -0.25, -3.68)
H (-4.30, -1.39, -4.00)
H (-4.46, 1.45, -5.00)
H (-5.06, 0.87, -3.35)
H (-7.93, 0.82, -5.37)
H (-6.69, 2.03, -5.72)
H (-7.14, 1.71, -3.96)
C (3.12, 5.81, 3.37)
O (4.44, 5.23, 3.38)
C (4.71, 4.77, 2.07)
C (6.14, 4.30, 1.95)
N (6.43, 3.07, 2.61)
C (6.01, 1.84, 1.81)
C (6.26, 0.54, 2.56)
O (5.86, 0.48, 3.92)
C (4.49, 0.75, 4.15)
H (2.83, 5.97, 4.46)
H (2.29, 5.31, 2.93)
H (3.15, 6.81, 2.90)
H (4.56, 5.57, 1.34)
H (4.04, 3.90, 1.87)
H (6.84, 5.10, 2.30)
H (6.40, 4.23, 0.89)
H (6.24, 2.93, 3.60)
H (6.56, 1.91, 0.84)
H (4.88, 1.93, 1.64)
H (7.30, 0.37, 2.59)
H (5.83, -0.32, 2.02)
H (3.87, 0.28, 3.37)
H (4.33, 1.82, 4.01)
H (4.22, 0.41, 5.15)

Calculated values
* HOMO: -8.14 eV
* Kohn-Sham gap: 8.66 eV
* F_max: 5.33 eV/A


3.
Computed, not measured: a structure of composition C54H46AsCl5N2O3P2PbSe2, with ωB97M-V/def2-TZVPD.

Atoms and positions in Å:
Pb (-0.03, -0.08, -1.08)
O (-1.25, -4.88, 5.38)
C (-1.10, -3.50, 5.14)
C (-1.67, -3.14, 3.75)
C (-3.17, -3.53, 3.73)
O (-3.71, -3.71, 2.45)
C (-0.91, -3.89, 2.66)
Se (-1.24, -3.12, 0.86)
C (-1.45, -1.65, 3.54)
Se (-2.02, -1.10, 1.72)
H (-0.86, -5.09, 6.23)
H (-0.04, -3.21, 5.18)
H (-1.64, -2.92, 5.90)
H (-3.74, -2.77, 4.28)
H (-3.28, -4.49, 4.24)
H (-4.00, -2.87, 2.09)
H (-1.20, -4.93, 2.61)
H (0.17, -3.81, 2.83)
H (-0.38, -1.41, 3.64)
H (-2.02, -1.05, 4.25)
Cl (-5.85, -4.64, -3.29)
C (-4.88, -3.42, -2.56)
C (-3.63, -3.11, -3.07)
Cl (-3.03, -3.95, -4.44)
C (-2.86, -2.12, -2.47)
Cl (-1.31, -1.74, -3.14)
C (-3.31, -1.39, -1.34)
O (-2.60, -0.47, -0.80)
C (-4.59, -1.74, -0.86)
Cl (-5.17, -0.89, 0.51)
C (-5.36, -2.73, -1.45)
Cl (-6.91, -3.11, -0.82)
N (3.36, -0.36, -0.29)
P (2.79, -1.99, -0.30)
C (4.43, -2.76, -0.57)
C (5.24, -2.39, -1.64)
C (6.45, -3.01, -1.86)
C (6.87, -4.02, -1.01)
C (6.08, -4.40, 0.06)
C (4.86, -3.77, 0.28)
C (2.20, -2.29, -2.02)
C (1.64, -3.54, -2.26)
C (1.24, -3.90, -3.53)
C (1.37, -3.00, -4.58)
C (1.92, -1.75, -4.35)
C (2.33, -1.39, -3.08)
P (2.22, 0.82, 0.22)
C (3.38, 2.23, 0.35)
C (3.72, 2.90, -0.82)
C (4.62, 3.95, -0.78)
C (5.16, 4.36, 0.43)
C (4.81, 3.71, 1.60)
C (3.92, 2.65, 1.57)
C (2.03, 0.37, 1.97)
C (0.99, 0.99, 2.65)
C (0.81, 0.77, 4.00)
C (1.67, -0.10, 4.67)
C (2.69, -0.73, 3.99)
C (2.88, -0.50, 2.64)
H (3.85, -0.06, -1.14)
H (4.90, -1.62, -2.33)
H (7.07, -2.71, -2.69)
H (7.82, -4.51, -1.19)
H (6.41, -5.19, 0.72)
H (4.23, -4.07, 1.10)
H (1.54, -4.24, -1.44)
H (0.82, -4.87, -3.71)
H (1.05, -3.27, -5.57)
H (2.03, -1.04, -5.16)
H (2.77, -0.41, -2.93)
H (3.27, 2.59, -1.76)
H (4.89, 4.47, -1.70)
H (5.85, 5.19, 0.46)
H (5.23, 4.03, 2.54)
H (3.65, 2.15, 2.48)
H (0.32, 1.66, 2.11)
H (0.02, 1.26, 4.54)
H (1.54, -0.26, 5.73)
H (3.35, -1.40, 4.51)
H (3.70, -0.96, 2.11)
N (1.44, 2.06, -3.29)
C (0.85, 1.32, -2.63)
C (-5.80, 2.33, 1.34)
C (-4.64, 2.08, 2.06)
C (-3.42, 2.04, 1.40)
C (-3.35, 2.24, 0.03)
C (-4.51, 2.49, -0.68)
C (-5.73, 2.53, -0.03)
As (-1.59, 2.20, -0.81)
C (-0.97, 3.93, -0.14)
C (0.34, 4.08, 0.29)
C (0.79, 5.28, 0.81)
C (-0.08, 6.35, 0.91)
C (-1.39, 6.22, 0.48)
C (-1.83, 5.02, -0.05)
C (-1.99, 2.63, -2.67)
C (-1.50, 3.77, -3.28)
C (-1.69, 3.96, -4.64)
C (-2.36, 3.02, -5.39)
C (-2.85, 1.87, -4.79)
C (-2.66, 1.68, -3.43)
H (-6.75, 2.35, 1.84)
H (-4.69, 1.91, 3.12)
H (-2.51, 1.83, 1.96)
H (-4.46, 2.65, -1.75)
H (-6.64, 2.71, -0.59)
H (1.02, 3.24, 0.20)
H (1.82, 5.37, 1.14)
H (0.26, 7.29, 1.33)
H (-2.07, 7.05, 0.55)
H (-2.86, 4.92, -0.39)
H (-0.95, 4.50, -2.70)
H (-1.30, 4.85, -5.12)
H (-2.50, 3.16, -6.46)
H (-3.36, 1.12, -5.37)
H (-3.03, 0.78, -2.95)

Calculated values
* HOMO: -7.19 eV
* Kohn-Sham gap: 7.32 eV
* F_max: 1.94 eV/A
* ΔE to the lowest compared entry with this formula, charge and spin: 21.7 kcal/mol


- What is the F_max in the second record?
  5.33 eV/A